A 3-piece molecular cluster, C28H36F2N3O12P overall, computed with ωB97M-V/def2-TZVPD.

ORCA input file:
```
! wB97M-V def2-TZVPD RIJCOSX def2/J DEFGRID3
* xyz 0 1
N -5.2566 3.5349 5.6085
P -5.2718 1.8491 6.0767
O -6.8506 1.6942 6.5584
C -5.4550 1.1108 4.3798
C -6.7236 1.1004 3.8096
C -6.9347 0.5611 2.5491
O -8.1973 0.5793 2.0135
N -8.6648 -0.7316 1.4664
O -8.5132 -1.5919 2.2077
C -5.8754 0.0185 1.8359
C -4.6128 0.0276 2.3953
C -4.3859 0.5642 3.6662
C -2.9863 0.4760 4.1857
O -2.7513 0.2705 5.3511
C -1.8937 0.6040 3.1607
C -0.6628 1.2039 3.4496
C -0.2933 1.7947 4.7992
O 1.0833 1.5623 5.0744
C 1.3604 0.2526 5.4581
O 2.4550 -0.1741 4.6928
C 3.0617 -1.3501 5.2214
C 3.6163 -2.1859 4.0969
O 2.6435 -3.0080 3.4740
C 0.2946 1.2551 2.4412
C 0.0318 0.7435 1.1820
C -1.1924 0.1733 0.8970
N -1.4046 -0.2826 -0.4631
C -2.3591 0.5001 -1.1793
O -3.5228 0.3511 -1.2859
F -1.7205 1.5403 -1.7476
C -1.4594 -1.6727 -0.6167
O -0.7000 -2.4100 -0.0732
F -2.3704 -2.1425 -1.4778
C -2.1576 0.0848 1.8893
C -3.4710 -0.5738 1.6629
O -3.6009 -1.5464 0.9613
H -5.0314 3.6311 4.6232
H -6.1793 3.9529 5.6993
H -7.1354 2.4761 7.0415
H -7.5584 1.5067 4.3631
H -6.0320 -0.4112 0.8559
H -0.8985 1.3825 5.5967
H -0.3970 2.8773 4.7501
H 0.4987 -0.4090 5.2848
H 1.6079 0.2152 6.5273
H 3.8534 -1.0691 5.9210
H 2.3110 -1.9495 5.7462
H 4.1249 -1.5674 3.3535
H 4.3562 -2.8632 4.5253
H 1.8200 -2.5160 3.3991
H 1.2510 1.7094 2.6523
H 0.7893 0.8006 0.4134
C 1.4682 -0.5793 -6.3285
C 1.9426 -0.9894 -4.9443
O 1.0924 -0.5676 -3.8946
C -0.2306 -1.0671 -3.9344
C -0.3227 -2.5816 -3.8581
H 1.2991 0.4976 -6.3699
H 2.2177 -0.8466 -7.0744
H 0.5360 -1.0740 -6.6049
H 2.9050 -0.5180 -4.7404
H 2.1040 -2.0722 -4.8964
H -0.7596 -0.6896 -4.8170
H -0.7252 -0.6265 -3.0694
H 0.1057 -3.0570 -4.7415
H -1.3647 -2.8917 -3.7874
H 0.2143 -2.9551 -2.9849
C 5.7108 2.1600 -6.6970
C 7.0532 1.4649 -6.8539
O 7.5526 0.8963 -5.6575
C 6.7420 -0.1012 -5.0654
C 6.5072 -1.3149 -5.9487
H 5.7569 2.9039 -5.9006
H 5.4379 2.6587 -7.6274
H 4.9122 1.4577 -6.4519
H 7.8069 2.1908 -7.1591
H 7.0019 0.7102 -7.6472
H 5.7855 0.3246 -4.7393
H 7.2738 -0.4032 -4.1631
H 5.9207 -1.0641 -6.8343
H 5.9613 -2.0800 -5.3956
H 7.4556 -1.7345 -6.2863
*
```

Results
Structure (SMILES)   NP(O)c1cc(ON=O)cc2c1C(=O)c1c(COCOCCO)ccc(N(C(=O)F)C(=O)F)c1C2=O.CCOCC.CCOCC
LUMO energy   -1.24 eV
HOMO level   -8.96 eV
Kohn-Sham gap   7.719 eV

***

A 13-piece molecular cluster, C3H31O13 overall, computed with ωB97M-V/def2-TZVPD.

ORCA input file:
```
! wB97M-V def2-TZVPD RIJCOSX def2/J DEFGRID3
* xyz 0 2
C -0.3397 -1.4387 0.7862
C -0.2415 0.0328 0.3529
C 0.7597 0.2698 -0.7317
O -1.4210 0.7759 0.2012
H -0.9954 -1.9766 0.1015
H -0.6081 -1.6064 1.8293
H 0.6411 -1.8636 0.5726
H 0.3418 0.4690 1.1638
H 1.0463 1.2965 -0.9596
H 0.4054 -0.0831 -1.7002
H 1.7688 -0.0899 -0.5308
O 0.1504 -2.5393 -4.3028
H 0.8776 -2.9182 -4.7966
H 0.5707 -2.0189 -3.6181
O 2.4202 -1.9302 -2.5323
H 2.6377 -1.6204 -1.6531
H 2.9203 -1.3615 -3.1177
O -3.9049 -0.7927 -1.1055
H -3.1514 -0.5125 -0.5860
H -3.7148 -1.7030 -1.3325
O 2.7939 3.5063 0.0241
H 3.5341 3.5103 -0.5828
H 2.0224 3.5783 -0.5379
O 3.8630 -1.8744 -0.1978
H 4.3674 -1.1209 0.1088
H 3.3776 -2.1680 0.5732
O -0.1646 2.9244 1.9733
H -0.2271 2.4030 1.1730
H -0.6044 2.3957 2.6391
O -1.6477 3.8956 -1.6514
H -0.9215 3.4107 -1.2592
H -1.6904 3.5763 -2.5528
O 1.0368 -0.3213 4.3111
H 0.4274 0.0384 4.9557
H 0.4791 -0.7842 3.6858
O -1.6672 1.2176 3.5575
H -1.5954 0.5895 4.2763
H -1.7068 0.6765 2.7690
O -2.1373 0.9711 -2.7023
H -1.7784 1.3420 -1.8962
H -2.4127 0.0875 -2.4580
O 1.5493 -4.8192 0.6797
H 1.8795 -4.1804 1.3113
H 2.0035 -5.6322 0.9008
O -3.9208 2.2174 0.6878
H -3.9185 2.4349 1.6199
H -3.1044 1.7366 0.5516
*
```

Results
LUMO energy (spin up / spin down)   -0.59 / -3.50 eV
HOMO level (spin up / spin down)   -10.82 / -10.81 eV
Expectation value of S²   0.755
Kohn-Sham gap (spin up / spin down)   10.222 / 7.316 eV

***

One molecule with the formula C5H7NO, computed with ωB97M-V/def2-TZVPD.

ORCA input file:
```
! wB97M-V def2-TZVPD RIJCOSX def2/J DEFGRID3
* xyz 0 1
O -2.5587 1.9009 -0.7295
C -2.2389 0.6734 -1.3415
C -1.1382 -0.0301 -0.6942
C -0.3807 -0.7422 -0.0823
C 0.7448 -1.3041 0.5537
C 2.4828 -0.2215 1.1295
N 1.1768 -0.6890 1.5828
H -2.6556 1.7300 0.2167
H -3.0946 -0.0195 -1.3425
H -1.9827 0.8868 -2.3827
H 1.3461 -2.0465 0.0172
H 2.2706 0.6144 0.4282
H 3.1600 -0.9173 0.6011
H 2.8682 0.1646 2.0436
*
```

Results
Structure (SMILES)   C/N=C/C#CCO
LUMO energy (spin up / spin down)   -0.03 / -0.03 eV
HOMO level (spin up / spin down)   -8.69 / -8.69 eV
Kohn-Sham gap (spin up / spin down)   8.659 / 8.658 eV

***

A 2-piece molecular cluster, C2H3NOPS overall, computed with ωB97M-V/def2-TZVPD.

ORCA input file:
```
! wB97M-V def2-TZVPD RIJCOSX def2/J DEFGRID3
* xyz 1 1
C 1.2778 0.7575 0.4264
C 0.1912 0.0440 -0.1571
N 1.8631 -1.1491 2.2427
O 3.0083 -0.8541 2.5422
P 4.2618 -0.1306 2.7156
S 2.4567 1.6412 0.8780
H -0.1128 0.4473 -1.1883
H -0.6181 0.3327 0.4907
H 0.1368 -1.0826 0.0171
*
```

Results
LUMO energy (spin up / spin down)   -5.77 / -5.78 eV
HOMO level (spin up / spin down)   -13.06 / -13.05 eV
Kohn-Sham gap (spin up / spin down)   7.288 / 7.271 eV

***

One molecule with the formula C18H19N5O2, computed with ωB97M-V/def2-TZVPD.

ORCA input file:
```
! wB97M-V def2-TZVPD RIJCOSX def2/J DEFGRID3
* xyz 0 1
C -6.8143 -1.4687 0.2413
C -5.3975 -0.9824 0.2062
C -5.0444 0.2308 0.7744
C -3.7408 0.7080 0.7371
C -2.7743 -0.0591 0.0872
C -3.1009 -1.2936 -0.4820
C -4.4097 -1.7382 -0.4118
H -4.6685 -2.6898 -0.8540
C -2.0452 -2.1154 -1.1613
H -2.4929 -2.9702 -1.6610
H -1.5111 -1.5209 -1.9016
H -1.3186 -2.4886 -0.4376
N -1.4259 0.3698 0.0174
C -0.9832 1.5159 -0.5270
O -1.6685 2.4068 -0.9773
C 0.5488 1.6471 -0.5249
H 0.8104 2.4386 0.1906
O 1.1600 0.4239 -0.1735
C 2.5162 0.3516 -0.1291
C 3.3800 1.4091 -0.3955
C 4.7490 1.2244 -0.3187
C 5.2671 -0.0162 0.0242
C 4.4074 -1.0798 0.2917
C 3.0470 -0.8950 0.2150
H 2.3690 -1.7081 0.4187
H 4.8270 -2.0369 0.5563
N 6.6460 -0.2320 0.1105
C 7.7003 0.5999 -0.0963
N 8.8018 -0.0701 0.1095
N 8.4307 -1.3020 0.4398
N 7.1738 -1.4200 0.4467
H 7.6406 1.6275 -0.3795
H 5.4011 2.0574 -0.5288
H 3.0025 2.3822 -0.6641
H 0.8539 1.9721 -1.5273
H -0.7224 -0.3299 0.2151
C -3.3918 2.0028 1.3983
H -2.4885 1.8967 1.9982
H -3.1985 2.7646 0.6435
H -4.2046 2.3380 2.0371
H -5.8004 0.8229 1.2700
H -7.3740 -0.9803 1.0349
H -7.3060 -1.2479 -0.7064
H -6.8504 -2.5453 0.3937
*
```

Results
Structure (SMILES)   Cc1cc(C)c(NC(=O)COc2ccc(-n3cnnn3)cc2)c(C)c1
LUMO energy   0.35 eV
HOMO level   -8.70 eV
Kohn-Sham gap   9.043 eV

***

A 4-piece molecular cluster, CH9O3S overall, computed with ωB97M-V/def2-TZVPD.

ORCA input file:
```
! wB97M-V def2-TZVPD RIJCOSX def2/J DEFGRID3
* xyz -1 1
C -1.0325 -0.2057 2.3878
S -0.7899 -1.4199 1.0285
H -1.7718 0.6020 2.1056
H 0.0120 0.2781 2.3590
H -1.1159 -0.6090 3.5208
H 2.7400 -0.4953 0.2337
H 1.1840 -0.5916 0.2571
O 2.0063 -0.3033 -0.4323
H -1.5901 0.6470 -0.4372
H -0.6609 1.0374 -1.6025
O -1.4457 1.3747 -1.1188
H 1.8573 1.3650 -3.3239
H 1.6319 0.5781 -2.0428
O 1.5077 1.5713 -2.4304
*
```

Results
LUMO energy   3.67 eV
HOMO level   -3.20 eV
Kohn-Sham gap   6.877 eV

***

Computed electronic energy, in the same sequence as the records: -73379.8325; -30228.2747; -8831.4490; -25769.3714; -30519.2789; -18161.2623 eV.